Formula: C40H43AuN3OPSTe
Source: the Open Molecules 2025 dataset
Level of theory: ωB97M-V/def2-TZVPD

Computed properties:
LUMO level (alpha / beta), eV: -0.65 / -0.62
DFT total energy, eV: -79804.341
Relative energy (zero: lowest compared OMol25 entry of this formula, charge and spin), kcal/mol: 0.0
HOMO-LUMO gap (alpha / beta), eV: 6.088 / 6.102

Atoms and positions in Å:
Au  -0.69721  0.17499  0.47201
Te  0.69037  3.79258  -0.97252
S  -1.07455  -5.24390  1.00208
P  0.45172  0.19378  2.42544
O  1.36008  0.35097  -1.52898
N  -2.37387  -2.86964  1.24589
N  -0.25626  -2.88295  0.27229
N  -2.43351  -0.22132  -0.14152
C  -0.78732  2.82009  -2.14652
C  -5.15169  0.31919  -2.54057
C  -4.51319  1.07397  0.05714
C  -4.28389  1.54511  1.48200
C  -3.95388  -0.11999  -1.99346
C  -5.71626  1.45068  -0.53378
C  -0.00780  2.84189  2.98332
C  -0.42084  5.59771  -0.74896
C  3.70782  0.22428  0.07903
C  0.75993  -3.76992  -0.03601
C  -4.08170  0.40903  2.48551
C  1.97212  -3.42723  -0.63004
C  -0.49220  -3.68206  4.65883
C  2.41032  0.22149  0.58022
C  1.21181  0.27771  -0.33789
C  4.55261  0.11929  2.33365
C  0.60096  -3.62433  3.80544
C  0.25296  1.59472  3.54368
C  3.26169  0.12116  2.83450
C  0.13084  -1.30692  3.36567
C  0.06799  3.83642  5.16885
C  -1.66628  -0.68154  -3.09654
C  1.45963  -6.10251  0.08097
C  0.51865  -5.10955  0.30635
C  -3.22298  -2.50303  -2.32894
C  -3.12327  -1.06562  -2.84954
C  -6.04853  1.09737  -1.82764
C  0.91419  -2.44070  3.15687
C  -0.97336  -1.37189  4.21387
C  2.66370  -5.74360  -0.50402
C  4.77381  0.16966  0.95856
C  0.33008  2.59418  5.73069
C  -3.19120  2.60994  1.57251
C  0.42720  1.47272  4.92165
C  -1.25632  -3.50044  0.81488
C  -3.59971  0.27581  -0.67371
C  2.91244  -4.41689  -0.85737
C  -1.27761  -2.55659  4.86370
C  -0.09600  3.96023  3.79673
C  2.19164  0.16824  1.94746
H  2.15280  -2.39986  -0.92195
H  -0.94783  3.37012  -3.07011
H  1.75876  -2.40555  2.47992
H  0.13658  6.24836  -0.07860
H  5.78736  0.16968  0.57916
H  -0.30002  4.92737  3.35593
H  -0.00949  4.70920  5.80405
H  -5.39440  0.01980  -3.55420
H  -1.39366  5.37662  -0.31678
H  -0.73578  -4.60956  5.16062
H  3.85428  -4.15856  -1.32410
H  -1.03522  -0.86796  -2.22857
H  -1.27562  -1.27377  -3.92714
H  1.25974  -7.13203  0.34782
H  -4.94140  -0.26459  2.48002
H  -0.38803  1.83517  -2.36579
H  -1.71374  2.72438  -1.58369
H  -3.19373  -0.18043  2.25990
H  3.08873  0.08733  3.90362
H  -2.71564  -3.19206  -3.00874
H  -3.17811  -3.43488  1.45790
H  0.45862  2.49738  6.80078
H  -2.54570  -1.96565  0.78183
H  -3.60536  -1.04432  -3.83196
H  -2.74373  -2.58416  -1.35400
H  3.85554  0.27117  -0.99231
H  -0.53678  6.08579  -1.71241
H  -4.26419  -2.81588  -2.23332
H  -3.42201  3.44374  0.90634
H  -2.13444  -2.60226  5.52303
H  -5.21439  2.04095  1.77459
H  -3.97890  0.81676  3.49486
H  -0.13209  2.93890  1.91119
H  -6.98644  1.41080  -2.26647
H  -2.22068  2.20753  1.28273
H  3.41242  -6.50107  -0.69322
H  1.20637  -4.50439  3.63256
H  0.62967  0.50532  5.36320
H  -1.59778  -0.49996  4.36229
H  5.39382  0.08025  3.01323
H  -3.10225  2.99900  2.59027
H  -6.40789  2.04956  0.04878
H  -1.58309  0.36988  -3.37068


Formula: CH5NO2
Source: the Open Molecules 2025 dataset
Level of theory: ωB97M-V/def2-TZVPD

Computed properties:
Structure (SMILES): NC=O.O
LUMO level, eV: 0.94
DFT total energy, eV: -6703.682
Relative energy (zero: lowest compared OMol25 entry of this formula, charge and spin), kcal/mol: 0.7
HOMO-LUMO gap, eV: 11.351

Atoms and positions in Å:
O  1.58852  -0.83744  -0.97200
O  -0.62029  -1.01265  0.83572
N  -0.51272  1.08184  -0.04909
C  -1.01999  0.13138  0.76922
H  2.36563  -1.35102  -0.73885
H  -1.86460  0.45080  1.40099
H  0.20440  0.80034  -0.70481
H  -1.05357  1.91778  -0.17756
H  0.91262  -1.18102  -0.36363


Formula: C17H37AlNSi4
Source: the Open Molecules 2025 dataset
Level of theory: ωB97M-V/def2-TZVPD

Computed properties:
LUMO level (alpha / beta), eV: 2.90 / 2.90
Net charge: -1
DFT total energy, eV: -57828.112
HOMO-LUMO gap (alpha / beta), eV: 4.387 / 4.395

Atoms and positions in Å:
Si  -0.13006  2.02838  -1.16585
Si  -1.57412  0.59624  2.00524
Si  0.14254  0.33856  0.42957
Si  2.25558  0.65770  1.41590
Al  -0.08344  -1.55119  -1.87711
N  0.23080  -1.27946  -0.13120
C  -1.31251  -3.08938  -2.60424
C  -1.86324  -1.75566  -2.93007
C  1.51558  -2.81286  -1.46821
C  0.03692  3.66444  -0.24990
C  3.52793  0.54612  0.03485
C  -3.24354  0.81816  1.17053
C  -2.81380  -1.44661  -1.88490
C  -1.93431  -3.51404  -1.38678
C  2.49945  -0.79286  2.59010
C  1.85284  -2.03656  -2.59017
C  -1.24447  2.09650  3.09333
C  -2.81741  -2.50292  -0.95411
C  1.19174  1.89320  -2.49625
C  1.84995  -3.88816  -0.75053
C  -1.56098  -0.99622  3.00393
C  2.39907  2.29154  2.33598
C  -1.81785  1.99215  -1.98780
H  -2.37154  -0.93546  3.74603
H  -3.30772  1.75552  0.60506
H  3.44976  -0.39435  -0.52638
H  2.19933  2.07418  -2.10538
H  2.56794  -1.20454  -2.51021
H  -0.66797  3.76475  0.58466
H  4.52225  0.57943  0.50606
H  -1.88613  2.90468  -2.59980
H  1.65222  2.39807  3.13218
H  2.71034  -4.52076  -0.99704
H  -1.83090  -1.28987  -3.91593
H  1.05159  3.83858  0.12713
H  -3.47504  -0.57767  -1.87077
H  1.19308  0.93255  -3.02851
H  -0.19522  4.44817  -0.98652
H  3.46334  1.38409  -0.66884
H  -0.36614  1.95731  3.73563
H  3.46606  -0.65066  3.09690
H  -1.83165  -4.50331  -0.94121
H  -3.49352  -0.01410  0.50166
H  0.46156  -2.03729  0.50908
H  1.71828  -0.84844  3.35962
H  1.80749  -2.45680  -3.60650
H  -0.61689  -1.14821  3.54344
H  -1.11536  3.02295  2.51990
H  0.96487  2.68210  -3.23009
H  1.26018  -4.19824  0.11818
H  -1.74645  -1.87259  2.36817
H  -3.46320  -2.56263  -0.07439
H  -1.94659  1.12991  -2.65242
H  -0.75269  -3.71380  -3.30025
H  2.53660  -1.75251  2.05628
H  3.39605  2.31547  2.80217
H  -2.64852  2.00289  -1.27475
H  2.32012  3.15920  1.66957
H  -4.00734  0.85417  1.96272
H  -2.12484  2.22020  3.74226


Formula: C2H5O3Rh
Source: the Open Molecules 2025 dataset
Level of theory: ωB97M-V/def2-TZVPD

Computed properties:
LUMO level (alpha / beta), eV: -11.92 / -13.12
Net charge: +2
Multiplicity: 5
DFT total energy, eV: -11275.247
Relative energy (zero: lowest compared OMol25 entry of this formula, charge and spin), kcal/mol: 23.1
Expectation value of S²: 6.013
HOMO-LUMO gap (alpha / beta), eV: 8.144 / 8.168

Atoms and positions in Å:
Rh  -0.34660  2.13592  -0.36278
O  -1.72201  0.07904  -0.36471
O  1.28267  1.37369  -0.42435
O  -1.73064  1.18800  0.48805
C  1.80707  0.16783  -0.14581
C  -1.42363  -1.06488  0.14793
H  2.65202  -0.12136  -0.79709
H  -1.59064  -1.88086  -0.56212
H  2.11576  0.11286  0.91558
H  0.78206  -0.72947  -0.04325
H  -1.82606  -1.26077  1.14854


Formula: C4H2O4
Source: the Open Molecules 2025 dataset
Level of theory: ωB97M-V/def2-TZVPD

Computed properties:
LUMO level, eV: -2.36
DFT total energy, eV: -12365.364
Relative energy (zero: lowest compared OMol25 entry of this formula, charge and spin), kcal/mol: 84.1
HOMO-LUMO gap, eV: 8.133

Atoms and positions in Å:
O  -1.81034  0.92041  1.29364
O  -0.23490  2.25737  -0.68311
O  0.43741  -1.00875  -0.80301
O  1.64167  0.32111  -1.93198
C  -0.88458  0.37269  0.60208
C  0.11324  1.15001  -0.32481
C  0.87651  0.23490  -0.97942
C  -0.20202  -1.16448  0.56977
H  -0.76969  -2.24386  0.71088
H  0.83270  -0.83940  1.54596